No. 1
DFT (wB97M-V/def2-TZVPD) results for the molecule C7H15NO3 at a distorted geometry.

Last column: Löwdin charge in e.
Element x y z (Å)
C -2.382730 0.067575 -1.024631  -0.079
C -1.103703 0.041543 -0.202538  -0.363
C -0.005299 0.055171 -1.318946  -0.139
C 1.238541 0.156032 -0.561227  -0.425
C 1.325987 -0.341595 0.870530  -0.254
C 0.167261 0.323437 1.687402  -0.287
C -0.876586 0.987362 0.897220  -0.329
H -3.037202 0.106802 -0.165491  0.069
H -2.447836 0.767248 -1.864065  0.072
H -2.610221 -1.064573 -1.499162  0.147
H -1.238302 -0.968897 0.121309  0.133
H -0.174349 -0.716551 -2.057374  0.113
H -0.296812 0.977805 -1.943527  0.136
H 1.525819 1.288027 -0.616205  0.182
H 2.310598 -0.477105 -2.368194  0.165
H 2.290523 -1.665915 -0.917365  0.114
H 2.362041 -0.036837 1.073929  0.138
H 2.510687 -2.083347 0.997336  0.201
H 0.891759 1.086021 2.125304  0.177
H -0.242713 -1.515298 2.310624  0.114
H -1.645863 0.954121 1.708055  0.175
H -1.280624 2.741600 -0.080620  0.140
N 2.359157 -0.557996 -1.174263  -0.038
O 1.419643 -1.826295 1.048399  -0.128
O -0.539074 -0.588965 2.548967  -0.019
O -0.520701 2.290629 0.404532  -0.017

Cartesian forces (eV/Å) of the 3 atoms listed first:
C -1.23 -2.95 0.03
C -1.07 -1.60 -4.87
C -2.86 1.98 0.82

- HOMO-LUMO gap: 0.346 hartree
- Relative energy (zero: lowest compared OMol25 entry of this formula, charge and spin): 99.8 kcal/mol
- HOMO energy: -0.329 hartree
- LUMO energy: 0.474 eV
- SMILES: C[C@H]1C[C@H](N)[C@H](O)[C@H](O)[C@H]1O

=====

No. 2
DFT (wB97M-V/def2-TZVPD) results for a 8-piece molecular cluster, C18H52O8 overall at a distorted geometry.

Last column: Löwdin charge in e.
Element x y z (Å)
C 23.007638 -1.426051 5.724256  -0.094
C 23.666023 -2.739881 5.373743  -0.321
O 22.802484 -3.463130 4.496797  -0.083
H 22.090459 -1.613781 6.289440  0.075
H 22.696328 -0.809885 4.881927  0.081
H 23.698505 -0.853988 6.343795  0.053
H 23.847433 -3.356878 6.258811  0.110
H 24.625595 -2.539243 4.882200  0.104
H 23.212028 -4.294993 4.247637  0.078
C 21.840780 0.106218 10.004739  -0.092
C 22.967290 -0.878216 10.285295  -0.301
O 23.145079 -1.014170 11.702628  -0.086
H 21.630148 0.325228 8.949035  0.061
H 22.049037 1.101197 10.404173  0.051
H 20.889902 -0.280224 10.368829  0.079
H 23.933341 -0.610888 9.852876  0.108
H 22.665290 -1.859926 9.919123  0.109
H 23.829828 -0.401627 11.979582  0.073
C 27.274160 4.599728 7.679387  -0.075
C 27.763393 3.626117 8.753566  -0.323
O 29.173124 3.466284 8.687840  -0.081
H 27.676208 5.604270 7.803830  0.077
H 26.180469 4.637224 7.702369  0.055
H 27.524418 4.269813 6.672079  0.055
H 27.275594 2.655142 8.654596  0.099
H 27.486402 4.005591 9.746428  0.104
H 29.591999 4.210900 9.124586  0.081
C 24.040850 3.914251 11.540992  -0.077
C 23.009119 5.014173 11.661567  -0.295
O 22.663325 5.495421 10.370742  -0.082
H 24.513368 3.713673 12.502528  0.079
H 24.791973 4.137284 10.782846  0.069
H 23.583015 2.963503 11.250218  0.055
H 23.428138 5.808522 12.286776  0.111
H 22.125275 4.629194 12.177111  0.117
H 21.810047 5.939340 10.404107  0.100
C 21.701500 6.874510 4.969736  -0.092
C 22.820203 5.897947 4.710658  -0.307
O 23.748478 5.956085 5.810675  -0.108
H 21.221456 6.654206 5.924408  0.069
H 20.880145 6.788159 4.245458  0.072
H 22.047971 7.905765 4.956240  0.072
H 23.371645 6.131534 3.798821  0.105
H 22.466499 4.866502 4.624263  0.101
H 23.550598 5.213784 6.400136  0.028
C 23.251636 2.269255 6.732932  -0.066
C 23.326833 3.117772 7.984967  -0.283
O 22.477806 4.250820 7.755063  -0.106
H 22.226599 2.119852 6.395548  0.068
H 23.640487 1.268277 6.946686  0.053
H 23.856056 2.641318 5.904092  0.076
H 24.342601 3.472126 8.190100  0.095
H 22.985576 2.542177 8.849504  0.085
H 22.478180 4.771004 8.581845  0.061
C 19.252902 3.275340 7.857823  -0.055
C 19.207880 3.206705 6.345299  -0.496
C 18.713141 1.861808 5.796759  -0.046
O 18.348166 4.262261 5.910782  -0.055
H 19.631032 4.246238 8.172978  0.071
H 19.883200 2.473625 8.241782  0.072
H 18.240874 3.186239 8.259319  0.085
H 20.223818 3.373033 5.966092  0.113
H 17.945756 1.404423 6.426965  0.079
H 19.521250 1.126025 5.767837  0.070
H 18.289474 2.012553 4.805395  0.074
H 18.320851 4.258711 4.949841  0.081
C 28.460650 0.246781 3.834188  -0.061
C 27.143269 0.549634 4.559218  -0.461
C 27.306768 1.609832 5.630806  -0.064
O 26.223516 1.080959 3.560419  -0.075
H 29.149696 -0.311259 4.474590  0.080
H 28.933406 1.175719 3.511962  0.079
H 28.266123 -0.353001 2.946487  0.077
H 26.664896 -0.369277 4.889018  0.127
H 28.037997 1.371209 6.406733  0.087
H 26.332952 1.793252 6.087144  0.068
H 27.677133 2.531366 5.176737  0.078
H 26.585266 1.933727 3.294673  0.078

Cartesian forces (eV/Å) of the 3 atoms listed first:
C -0.36 -0.15 0.56
C -0.07 -0.12 -0.63
O -0.14 0.18 -0.06

- HOMO-LUMO gap: 0.370 hartree
- Relative energy (zero: lowest compared OMol25 entry of this formula, charge and spin): 57.3 kcal/mol
- HOMO energy: -0.356 hartree
- LUMO energy: 0.373 eV
- SMILES: CC(C)O.CC(C)O.CCO.CCO.CCO.CCO.CCO.CCO

=====

No. 3
DFT (wB97M-V/def2-TZVPD) results for a 2-piece molecular cluster, C5H10N5 overall at a distorted geometry.

Last column: Löwdin charge in e.
Element x y z (Å)
C -2.765769 0.203899 0.147252  0.011
C -1.712833 0.962354 0.563652  -0.128
C -0.218341 -0.778282 0.091591  -0.385
C -2.492615 -1.250885 -0.094871  -0.226
C 2.071638 -0.364037 0.522262  -0.098
N -1.142066 -1.577887 -0.310244  0.130
N 1.119724 -1.178835 0.050470  0.134
N -0.426595 0.509853 0.599765  0.022
N 3.341799 -0.609690 0.209051  0.191
N 0.772157 1.583353 -0.574483  0.109
H -3.742012 0.447393 0.236734  0.077
H -1.667437 2.004961 0.918390  0.129
H -2.866153 -1.824172 0.810727  0.150
H -3.265887 -1.853881 -0.773701  0.170
H 1.614042 0.589538 1.062820  0.182
H 1.121704 -2.043376 -0.489156  0.181
H 4.021511 0.111541 0.175383  0.120
H 3.824081 -1.430844 -0.117991  0.139
H 0.582063 2.493490 -0.163657  0.041
H 0.238307 1.571747 -1.444889  0.052

Cartesian forces (eV/Å) of the 3 atoms listed first:
C 3.79 -1.17 0.49
C -0.96 1.07 -0.49
C -2.69 0.39 -0.05

- HOMO-LUMO gap (spin up / spin down): 0.288 / 0.275 hartree
- Relative energy (zero: lowest compared OMol25 entry of this formula, charge and spin): 84.9 kcal/mol
- HOMO energy (spin up / spin down): -0.446 / -0.451 hartree
- LUMO energy (spin up / spin down): -4.292 / -4.796 eV
- Charge: +1

=====

No. 4
DFT (wB97M-V/def2-TZVPD) results for the molecule C2H5N3 at a distorted geometry.

Last column: Löwdin charge in e.
Element x y z (Å)
C 0.523994 0.244645 -0.436767  -0.244
C 1.695744 -0.382349 0.208154  -0.092
N -2.718393 0.238377 0.501810  0.026
N -0.619774 -0.216136 -0.235348  0.011
N -1.965289 0.073206 -0.486214  -0.116
H 0.677478 1.217075 -0.948961  0.117
H 2.639911 -0.707218 -0.305074  0.087
H 1.407721 -1.246512 0.709498  0.040
H 2.005132 0.468433 0.957481  0.120
H -3.646526 0.310479 0.035424  0.052

Cartesian forces (eV/Å) of the 3 atoms listed first:
C -0.59 1.69 -1.36
C 2.23 1.99 0.70
N 0.99 0.02 -1.27

- HOMO-LUMO gap: 0.354 hartree
- Relative energy (zero: lowest compared OMol25 entry of this formula, charge and spin): 65.9 kcal/mol
- HOMO energy: -0.331 hartree
- LUMO energy: 0.622 eV
- SMILES: [H]/N=N/N=C/C

=====

No. 5
DFT (wB97M-V/def2-TZVPD) results for a 9-piece molecular cluster, C24H48Br12O3 overall at a distorted geometry.

Last column: Löwdin charge in e.
Element x y z (Å)
C -0.068406 -1.375319 -0.465967  -0.169
C 0.770034 -0.878589 -1.627447  -0.174
C 1.920924 -0.092449 -1.024307  -0.202
O 1.619954 -0.091859 0.352723  -0.162
C 0.816784 -1.175229 0.759893  -0.195
H -0.288456 -2.428569 -0.640177  0.108
H -0.953626 -0.747609 -0.363697  0.111
H 0.126794 -0.319019 -2.306587  0.109
H 1.145834 -1.748719 -2.165737  0.106
H 2.065274 0.888951 -1.476087  0.117
H 2.872144 -0.604229 -1.170457  0.110
H 0.356814 -0.756939 1.655183  0.125
H 1.448324 -2.048579 0.922753  0.117
C -5.918016 1.160781 4.309453  -0.180
C -6.935236 1.331271 3.186593  -0.164
C -6.122666 2.118471 2.071673  -0.133
O -4.890466 2.587821 2.730703  -0.163
C -4.965706 2.355371 4.116673  -0.228
H -5.377976 0.253011 4.040313  0.105
H -6.275876 1.011001 5.328083  0.112
H -7.798736 1.861561 3.588163  0.103
H -7.136706 0.314951 2.847993  0.100
H -6.664106 2.952541 1.625303  0.111
H -5.863676 1.293441 1.408083  0.106
H -5.422566 3.224531 4.589863  0.111
H -3.942756 2.242491 4.475763  0.119
C -7.011456 -1.118219 -6.157987  -0.187
C -7.586166 0.238371 -6.331827  -0.199
C -6.345416 0.992441 -6.591537  -0.183
O -5.174176 0.312211 -5.981907  -0.147
C -5.601256 -0.955879 -5.550537  -0.210
H -6.950666 -1.480449 -7.184247  0.113
H -7.655766 -1.826289 -5.636827  0.113
H -8.045366 0.472991 -5.371527  0.118
H -8.320756 0.341841 -7.130427  0.123
H -6.364336 1.962491 -6.094797  0.112
H -6.044226 1.191971 -7.619917  0.120
H -5.447016 -1.075599 -4.478157  0.114
H -4.937146 -1.640999 -6.077487  0.111
Br 6.659544 -11.115899 0.488523  0.648
C 5.679164 -9.782429 -0.500437  -0.738
C 5.272624 -8.708359 0.464923  -0.684
Br 4.186484 -7.313329 -0.484087  0.559
H 4.782104 -10.155509 -0.994577  0.058
H 6.357534 -9.404339 -1.265267  0.055
H 6.144724 -8.140069 0.788303  0.046
H 4.811964 -9.107709 1.368473  0.056
Br 9.030034 -6.549599 -4.691887  0.557
C 8.393344 -4.653299 -4.347817  -0.638
C 7.669474 -4.198229 -5.545677  -0.689
Br 6.781684 -2.395229 -5.294927  0.546
H 9.293844 -4.052339 -4.221207  0.059
H 7.736984 -4.550529 -3.483687  0.062
H 6.894534 -4.891709 -5.872257  0.049
H 8.268274 -4.077689 -6.448467  0.053
Br 1.440974 6.545531 0.061863  0.529
C 0.647004 5.551481 1.636673  -0.645
C 0.135684 6.486831 2.652443  -0.703
Br 1.613794 7.285921 3.679493  0.586
H 1.354524 4.892041 2.139313  0.060
H -0.160226 5.012371 1.140863  0.055
H -0.417806 5.984111 3.445563  0.055
H -0.542476 7.251881 2.274423  0.062
Br -1.646526 -1.768889 9.127513  0.507
C 0.047164 -1.213019 10.121493  -0.614
C 0.673064 -0.115969 9.264213  -0.639
Br -0.548026 1.482631 9.329593  0.530
H 0.632954 -2.124549 10.240133  0.052
H -0.185676 -1.081379 11.178163  0.057
H 0.740804 -0.437029 8.224773  0.047
H 1.650514 0.157701 9.661473  0.059
Br -0.564776 4.497751 -5.085197  0.599
C -2.428616 5.158651 -5.048897  -0.678
C -2.305626 6.569771 -4.459877  -0.595
Br -3.946506 7.592301 -5.244777  0.489
H -3.103876 4.605031 -4.396507  0.064
H -2.738746 5.012561 -6.083587  0.038
H -1.324916 6.970771 -4.715827  0.024
H -2.365796 6.626341 -3.373017  0.057
Br 6.705574 -1.083699 3.670513  0.514
C 7.528654 0.693961 3.116883  -0.622
C 6.664494 1.857291 3.629093  -0.742
Br 6.812364 2.012041 5.529513  0.626
H 7.477134 0.711071 2.028233  0.050
H 8.594474 0.695041 3.345193  0.055
H 5.668424 1.703031 3.214173  0.060
H 6.895484 2.820711 3.174583  0.058

Cartesian forces (eV/Å) of the 3 atoms listed first:
C -0.40 -0.31 0.59
C -0.12 -0.49 -1.03
C -0.07 -0.94 0.01

- HOMO-LUMO gap: 0.354 hartree
- Relative energy (zero: lowest compared OMol25 entry of this formula, charge and spin): 72.6 kcal/mol
- HOMO energy: -0.349 hartree
- LUMO energy: 0.140 eV
- SMILES: C1CCOC1.C1CCOC1.C1CCOC1.BrCCBr.BrCCBr.BrCCBr.BrCCBr.BrCCBr.BrCCBr

=====

No. 6
DFT (wB97M-V/def2-TZVPD) results for the molecule C4H5NO3S at a distorted geometry.

Last column: Löwdin charge in e.
Element x y z (Å)
C -1.960447 -1.465264 0.346649  -0.150
C 0.855069 0.422384 -1.224687  -0.545
C -2.914458 -1.318290 1.045152  0.124
C 0.986632 0.957408 0.181222  0.008
N -0.114855 -0.518588 -1.450046  -0.007
O 1.495915 0.935783 -2.139251  0.075
O 0.562580 -2.017977 0.568051  -0.279
O -0.627295 -3.045887 -1.355591  -0.271
S -0.439222 -1.929002 -0.455462  0.670
H 0.984413 0.129198 0.865868  0.051
H -3.802682 -1.103483 1.513698  0.026
H -0.033408 1.290037 0.557420  0.117
H 1.708065 1.693292 0.227082  0.062
H 0.037087 -0.814083 -2.401333  0.118

Cartesian forces (eV/Å) of the 3 atoms listed first:
C 2.02 -0.76 -1.09
C 1.65 2.98 0.85
C 0.73 0.03 -0.81

- HOMO-LUMO gap: 0.408 hartree
- Relative energy (zero: lowest compared OMol25 entry of this formula, charge and spin): 67.4 kcal/mol
- HOMO energy: -0.389 hartree
- LUMO energy: 0.537 eV
- SMILES: C#CS(=O)(=O)NC(C)=O